Formula: C72H174AsF6N9O6
Source: the Open Molecules 2025 dataset
Level of theory: ωB97M-V/def2-TZVPD

Last column: Löwdin charge in e.
Element x y z (Å)
As1 -19.37071 5.21927 -2.63041  0.881
F1 -18.56273 6.55858 -1.79384  -0.269
F2 -17.81210 4.36858 -2.80427  -0.285
F3 -20.06670 3.77285 -3.53599  -0.302
F4 -20.94317 5.97459 -2.52474  -0.248
F5 -19.02892 5.99605 -4.18583  -0.274
F6 -19.68469 4.47655 -1.04897  -0.265
C1 -14.26224 12.80944 -1.29931  -0.054
C2 -14.24990 11.92829 -2.52012  -0.173
N1 -14.92120 12.48426 -3.79980  -0.224
C3 -14.32267 13.91170 -3.99426  0.054
C4 -14.59420 11.53475 -4.99821  -0.092
C5 -15.46552 11.83124 -6.24591  -0.046
C6 -16.40440 12.72346 -3.55868  -0.046
C7 -17.31535 11.42313 -3.34956  -0.177
O1 -16.86280 10.67800 -2.26014  -0.229
C8 -17.12665 9.28716 -2.39420  -0.080
H1 -13.56528 13.63611 -1.43701  0.103
H2 -13.90169 12.20431 -0.46748  0.085
H3 -15.26814 13.08240 -0.98033  0.072
H4 -14.62623 10.91901 -2.35332  0.109
H5 -13.20231 11.75152 -2.76386  0.135
H6 -14.80243 14.42006 -4.83062  0.115
H7 -13.26732 13.77841 -4.23213  0.124
H8 -14.47913 14.57181 -3.14110  0.111
H9 -14.87689 10.55910 -4.60288  0.109
H10 -13.51259 11.49068 -5.12585  0.140
H11 -16.53758 11.74081 -6.07096  0.052
H12 -15.34162 11.12157 -7.06389  0.081
H13 -15.21770 12.69962 -6.85633  0.103
H14 -16.76942 13.27614 -4.42436  0.134
H15 -16.52780 13.33983 -2.66819  0.131
H16 -17.34271 10.84066 -4.27047  0.086
H17 -18.37008 11.64710 -3.18989  0.118
H18 -16.55049 8.82813 -1.59080  0.053
H19 -16.87263 8.88421 -3.37461  0.096
H20 -18.17746 9.09874 -2.17424  0.085
C9 -18.27593 0.80922 4.52677  -0.041
C10 -19.12209 2.08560 4.32236  -0.175
N2 -19.77996 2.34600 2.93746  -0.174
C11 -20.73704 3.57948 3.17735  0.028
C12 -18.64369 2.71102 1.90739  -0.128
C13 -18.10749 4.13123 2.06361  -0.067
C14 -20.62613 1.01123 2.63472  -0.012
C15 -21.73859 1.25563 1.60087  -0.186
O2 -21.05370 1.20683 0.36253  -0.210
C16 -21.51852 1.97163 -0.76601  -0.085
H21 -18.89824 -0.04492 4.79373  0.094
H22 -17.61080 0.97954 5.37335  0.101
H23 -17.52548 0.70878 3.74266  0.075
H24 -18.48061 2.93270 4.56532  0.117
H25 -19.87277 2.15093 5.10997  0.135
H26 -20.94122 3.88103 2.14999  0.074
H27 -20.23103 4.45285 3.58879  0.100
H28 -21.61848 3.32907 3.76765  0.116
H29 -19.10299 2.56363 0.92994  0.100
H30 -17.83170 1.98470 1.94256  0.122
H31 -17.35003 4.19738 1.28260  0.073
H32 -17.49746 4.26894 2.95636  0.092
H33 -18.79026 4.93711 1.79438  0.061
H34 -21.15851 0.70408 3.53491  0.147
H35 -19.96295 0.26538 2.19655  0.141
H36 -22.31932 2.16794 1.73707  0.107
H37 -22.46243 0.44391 1.67333  0.140
H38 -22.54605 1.69868 -1.00639  0.079
H39 -21.05154 1.70067 -1.71290  0.075
H40 -21.65824 3.05004 -0.69115  0.063
C17 -15.18001 2.70560 -5.60494  -0.025
C18 -15.77096 4.16714 -5.60760  -0.130
N3 -15.82920 4.67439 -7.06124  -0.232
C19 -16.69305 5.96058 -7.07650  0.005
C20 -14.36585 4.99811 -7.52689  -0.121
C21 -14.38090 5.67374 -8.88394  -0.063
C22 -16.51861 3.71104 -8.02956  -0.046
C23 -17.89699 3.16885 -7.46341  -0.162
O3 -18.95913 4.09241 -7.75722  -0.158
C24 -20.18200 3.61424 -7.25258  -0.114
H41 -15.15084 2.38941 -4.56222  0.062
H42 -14.12430 2.64961 -5.87032  0.079
H43 -15.75042 1.95339 -6.14984  0.080
H44 -15.21122 4.92079 -5.05369  0.105
H45 -16.79052 4.22493 -5.22649  0.092
H46 -17.08748 6.32581 -8.02473  0.104
H47 -16.13345 6.81610 -6.69830  0.099
H48 -17.48530 5.87672 -6.33258  0.080
H49 -13.96946 4.00046 -7.71576  0.125
H50 -13.79769 5.48411 -6.73373  0.118
H51 -14.60205 4.98532 -9.69958  0.095
H52 -13.38558 5.79946 -9.31012  0.106
H53 -14.89947 6.59632 -9.14477  0.092
H54 -15.85886 2.85699 -8.18264  0.133
H55 -16.66181 4.18630 -8.99999  0.144
H56 -17.90724 2.95333 -6.39498  0.099
H57 -17.93637 2.15059 -7.85031  0.138
H58 -20.86293 4.45891 -7.35729  0.082
H59 -20.27804 3.38832 -6.19058  0.059
H60 -20.58886 2.85285 -7.91805  0.108
C25 -16.83208 1.35404 -1.86099  -0.061
C26 -17.80043 0.17449 -1.56023  -0.126
N4 -18.01621 -0.74708 -2.79929  -0.233
C27 -19.03397 -0.08420 -3.71546  0.017
C28 -16.66618 -1.05509 -3.54128  -0.107
C29 -15.57849 -1.87087 -2.66178  -0.011
C30 -18.67133 -2.05050 -2.27748  -0.045
C31 -20.03922 -1.92511 -1.57320  -0.165
O4 -21.13499 -1.59433 -2.42682  -0.236
C32 -22.36558 -1.73660 -1.74851  -0.082
H61 -17.29461 2.02621 -2.58373  0.047
H62 -15.81967 1.15671 -2.21338  0.069
H63 -16.71054 1.93975 -0.94980  0.074
H64 -18.76770 0.48071 -1.16184  0.105
H65 -17.39238 -0.44035 -0.75800  0.126
H66 -19.21109 -0.80192 -4.51647  0.108
H67 -18.59569 0.85525 -4.05225  0.097
H68 -19.90955 0.08270 -3.08808  0.079
H69 -16.26358 -0.16001 -4.01548  0.098
H70 -16.85539 -1.73059 -4.37555  0.126
H71 -15.51365 -1.24317 -1.77302  0.058
H72 -14.59635 -1.98362 -3.12091  0.095
H73 -15.89563 -2.87920 -2.39570  0.085
H74 -18.00337 -2.59848 -1.61292  0.140
H75 -18.78336 -2.60684 -3.20809  0.150
H76 -20.11226 -1.30601 -0.67906  0.118
H77 -20.24153 -2.97090 -1.34192  0.148
H78 -22.59918 -2.80055 -1.70926  0.115
H79 -23.11799 -1.17187 -2.29902  0.086
H80 -22.50644 -1.31987 -0.75121  0.085
C33 -10.12154 7.12306 -2.94156  -0.039
C34 -11.30487 6.34890 -2.30471  -0.120
N5 -11.38138 4.81559 -2.67740  -0.226
C35 -11.67794 4.69494 -4.25521  0.041
C36 -10.02678 4.08998 -2.36522  -0.110
C37 -9.55466 4.30643 -0.85305  -0.014
C38 -12.56561 4.08090 -1.97154  -0.053
C39 -13.95681 4.75699 -2.04191  -0.152
O5 -14.03775 5.67282 -0.92478  -0.185
C40 -15.21157 6.40484 -0.76751  -0.107
H81 -10.21798 7.35937 -4.00126  0.079
H82 -9.11631 6.70708 -2.87394  0.092
H83 -10.17510 8.15037 -2.58120  0.092
H84 -12.30063 6.74489 -2.50410  0.110
H85 -11.19418 6.24989 -1.22487  0.115
H86 -11.87860 3.66160 -4.53813  0.094
H87 -10.77987 4.97539 -4.80559  0.106
H88 -12.56226 5.28974 -4.48390  0.067
H89 -9.20119 4.34247 -3.03062  0.133
H90 -10.33029 3.06037 -2.55466  0.118
H91 -10.31760 4.45094 -0.08811  0.076
H92 -9.09320 5.29238 -0.90851  0.074
H93 -8.82727 3.50682 -0.71302  0.106
H94 -12.16025 4.08339 -0.95972  0.121
H95 -12.49287 3.02794 -2.24370  0.135
H96 -14.72308 4.00186 -1.86664  0.118
H97 -14.19447 5.24586 -2.98670  0.098
H98 -15.06590 7.13267 0.03070  0.085
H99 -16.10333 5.79522 -0.62183  0.081
H100 -15.38081 7.07791 -1.60800  0.067
C41 -27.45603 6.68023 2.29887  -0.025
C42 -26.42655 6.33170 1.16284  -0.108
N6 -25.53041 5.01712 1.43187  -0.208
C43 -24.79552 5.19158 2.78844  0.037
C44 -26.66249 3.89004 1.57672  -0.099
C45 -27.76302 3.64998 0.41166  -0.017
C46 -24.60342 4.78053 0.23162  -0.082
C47 -23.41365 5.74249 0.05718  -0.218
O6 -22.58944 5.78976 1.17067  -0.226
C48 -21.42543 6.62862 1.07957  -0.064
H101 -26.94128 6.84565 3.24532  0.078
H102 -28.19342 5.90930 2.52257  0.082
H103 -27.95398 7.63444 2.12676  0.103
H104 -25.64978 7.09354 1.09700  0.105
H105 -26.81908 6.29199 0.14675  0.119
H106 -25.36494 5.30147 3.71136  0.114
H107 -24.16354 6.07214 2.67298  0.100
H108 -24.26579 4.24372 2.88356  0.094
H109 -27.13254 3.94545 2.55860  0.124
H110 -25.99593 3.03896 1.71614  0.104
H111 -28.58222 4.31370 0.68822  0.075
H112 -28.24142 2.67209 0.35724  0.094
H113 -27.51433 3.98733 -0.59455  0.060
H114 -25.18153 4.75167 -0.69198  0.124
H115 -24.24219 3.75213 0.23299  0.120
H116 -23.75950 6.76714 -0.07913  0.127
H117 -22.99373 5.32207 -0.85661  0.110
H118 -20.95281 6.67965 2.06045  0.089
H119 -21.84405 7.58961 0.78065  0.097
H120 -20.70620 6.24117 0.35799  0.066
C49 -21.90697 -0.29653 -5.38814  -0.065
C50 -22.14479 1.24963 -5.39456  -0.187
C51 -23.69890 1.61014 -5.16093  -0.055
N7 -24.08096 3.11742 -5.16157  -0.228
C52 -23.07646 3.92713 -4.34164  0.016
C53 -25.49985 3.21481 -4.63462  -0.077
C54 -26.37205 3.84120 -5.76790  -0.110
C55 -25.32182 4.63483 -6.50797  -0.172
C56 -24.14236 3.70184 -6.59261  -0.071
H121 -22.67658 -0.93691 -5.81911  0.099
H122 -21.90607 -0.62081 -4.34749  0.043
H123 -20.93334 -0.48311 -5.84127  0.074
H124 -21.85969 1.58420 -6.39199  0.079
H125 -21.33019 1.69732 -4.82526  0.072
H126 -23.91151 1.30533 -4.13624  0.116
H127 -24.37013 0.99359 -5.75877  0.149
H128 -23.34456 4.97801 -4.23262  0.085
H129 -22.08875 3.81682 -4.78926  0.064
H130 -23.08000 3.50076 -3.33850  0.098
H131 -25.40500 3.87757 -3.77447  0.119
H132 -25.94461 2.25258 -4.38083  0.137
H133 -27.30900 4.33131 -5.50329  0.140
H134 -26.74580 3.13027 -6.50478  0.133
H135 -25.08745 5.54118 -5.94966  0.102
H136 -25.66836 4.97822 -7.48270  0.143
H137 -23.13812 4.01757 -6.87532  0.115
H138 -24.44373 2.93595 -7.30723  0.148
C57 -18.26044 9.47133 -7.78698  -0.072
C58 -19.12949 9.63297 -6.54308  -0.242
C59 -20.68358 9.57079 -6.75063  -0.035
N8 -21.48779 9.86766 -5.40128  -0.218
C60 -21.07971 11.22557 -4.78342  0.056
C61 -21.45322 8.74428 -4.40360  -0.121
C62 -22.41622 7.73334 -5.01957  -0.179
C63 -23.58959 8.49327 -5.70148  -0.092
C64 -22.98312 9.92548 -5.71863  -0.081
H139 -17.21692 9.64761 -7.52603  0.061
H140 -18.55839 10.17308 -8.56601  0.101
H141 -18.35910 8.46261 -8.18804  0.072
H142 -18.86504 10.63694 -6.21110  0.085
H143 -18.83831 8.86730 -5.82402  0.094
H144 -20.94059 8.63256 -7.24234  0.142
H145 -20.77978 10.41331 -7.43547  0.140
H146 -20.95563 11.84899 -5.66888  0.119
H147 -20.08748 11.11771 -4.34529  0.064
H148 -21.79076 11.57346 -4.03409  0.120
H149 -21.84354 8.97670 -3.41277  0.142
H150 -20.45820 8.36513 -4.17060  0.109
H151 -22.86803 7.17166 -4.20196  0.086
H152 -21.90352 6.94775 -5.57463  0.107
H153 -24.55658 8.36067 -5.21626  0.124
H154 -23.65350 8.14561 -6.73257  0.117
H155 -23.50368 10.62978 -5.06973  0.141
H156 -22.98430 10.34183 -6.72598  0.138
C65 -17.30332 14.22016 2.87137  -0.066
C66 -16.92181 13.04138 1.96138  -0.217
C67 -16.81410 11.70214 2.78424  -0.058
N9 -16.89720 10.38681 1.90557  -0.192
C68 -15.87806 10.33837 0.76309  0.017
C69 -16.67237 9.13664 2.79568  -0.078
C70 -17.99977 8.41080 2.79665  -0.156
C71 -18.68886 8.78252 1.51309  -0.170
C72 -18.31187 10.17853 1.28069  -0.091
H157 -17.33271 15.14930 2.30221  0.091
H158 -16.54715 14.35099 3.64545  0.093
H159 -18.28968 14.11024 3.32204  0.091
H160 -16.00103 13.13543 1.38570  0.091
H161 -17.71279 12.98632 1.21343  0.098
H162 -17.60383 11.52601 3.51460  0.137
H163 -15.87025 11.68071 3.32903  0.141
H164 -16.06067 9.34997 0.34141  0.071
H165 -14.85402 10.60594 1.02355  0.121
H166 -16.24918 11.02799 0.00493  0.067
H167 -15.88250 8.51009 2.38140  0.124
H168 -16.40165 9.35915 3.82782  0.146
H169 -17.71547 7.37367 2.97447  0.116
H170 -18.60932 8.66238 3.66455  0.134
H171 -18.29513 8.09845 0.76134  0.111
H172 -19.75960 8.58357 1.55826  0.104
H173 -18.32926 10.52334 0.24681  0.122
H174 -18.98215 10.90620 1.73820  0.145

Forces on the atoms, in the same order (eV/Å):
As 0.766 -1.327 -0.550
F -0.623 -0.707 -0.537
F -0.804 0.621 0.452
F 0.385 1.638 1.166
F 0.565 -0.172 -0.269
F -0.465 -0.220 0.792
F 0.363 0.240 -1.123
C -0.253 -0.341 0.146
C 0.670 -0.817 -0.780
N 0.426 1.172 0.898
C -0.073 -0.557 -0.907
C -1.573 0.371 0.346
C 0.552 -0.287 -0.627
C -1.188 -1.499 0.049
C 0.866 1.144 -0.713
O 0.412 -0.468 -0.266
C -0.274 0.423 1.025
H -0.403 0.152 0.360
H 0.343 -0.006 -0.084
H 0.079 0.506 -0.184
H -0.446 0.345 0.005
H 0.089 0.285 -0.439
H -0.071 -0.388 -0.164
H -0.030 0.105 0.217
H 0.017 -0.555 0.164
H -0.061 -0.117 0.008
H -0.121 0.558 -0.193
H 0.092 0.475 0.326
H 0.588 -0.795 0.442
H -0.094 0.678 0.808
H -0.063 -0.006 0.155
H 0.340 0.079 -0.182
H 0.443 -0.318 -0.150
H -0.032 0.887 0.083
H -0.022 -0.281 -0.358
H 0.167 0.030 -0.062
H -0.199 -0.208 -0.199
C -0.211 0.951 -0.065
C 0.850 0.023 0.679
N -0.014 -0.392 2.211
C 1.151 -0.794 -1.759
C -1.574 0.022 0.081
C 0.838 -0.605 -0.729
C -0.797 2.085 -0.782
C 0.728 -0.181 -0.214
O 0.510 1.042 -1.720
C -2.038 -0.823 0.002
H 0.347 -0.225 -0.572
H -0.352 0.189 0.367
H -0.422 -0.661 -0.377
H -0.011 0.245 -0.567
H -0.478 -0.217 -0.396
H -0.794 0.046 0.110
H 0.401 -0.614 0.468
H 0.257 -0.308 -0.172
H -0.155 0.238 0.014
H -0.237 -0.118 0.636
H 0.123 -0.043 -0.276
H -0.590 0.236 0.311
H -0.186 -0.142 0.536
H 0.782 0.032 0.401
H 0.122 0.071 0.536
H 0.232 0.255 0.042
H 0.011 -0.273 -0.002
H -0.529 -0.578 0.246
H 0.925 0.051 0.507
H 1.080 0.247 0.682
C 0.075 1.140 1.274
C -0.064 -1.210 -1.619
N -0.476 2.006 -0.192
C 0.504 0.589 1.198
C -1.366 -0.736 -1.323
C 0.878 -0.240 -1.686
C -0.895 -0.746 1.313
C 1.080 0.865 -0.477
O 1.336 -1.290 0.651
C -1.330 1.090 -0.945
H -0.294 -0.077 0.193
H -0.128 0.196 -0.491
H -0.028 0.341 -0.078
H 0.317 -0.280 -0.066
H 0.118 -0.311 0.041
H 0.172 -0.982 -0.201
H 0.703 -0.234 0.026
H -0.243 -0.531 -0.393
H 0.368 0.108 0.311
H -0.452 0.180 0.023
H -1.024 -0.489 0.299
H 0.666 0.532 0.941
H -0.161 0.034 0.870
H 0.059 0.121 0.063
H -0.045 0.177 0.274
H 0.333 0.451 0.348
H -0.880 0.071 -0.908
H -0.131 0.176 -0.212
H 0.909 -0.476 0.163
H 0.100 -0.463 0.293
C -1.087 0.247 0.097
C 1.611 -0.317 -0.666
N 0.473 0.260 1.402
C 1.208 -0.399 0.654
C 0.656 -2.079 0.317
C -1.670 1.727 0.042
C -0.473 0.696 -0.841
C -0.449 -0.979 -0.866
O 0.897 1.291 0.292
C -1.020 -0.403 -0.406
H -0.004 0.107 -0.012
H -0.184 -0.712 0.110
H -0.135 -0.015 0.122
H -0.084 0.282 -0.558
H 0.213 -0.250 -0.242
H -0.207 0.355 -0.005
H -0.124 -0.088 -0.206
H -0.037 -0.043 -0.495
H -0.213 0.233 0.574
H -0.821 0.118 -0.038
H 0.624 -0.469 0.360
H -0.243 0.418 -0.330
H -0.258 0.182 -0.086
H 0.176 0.355 -0.093
H -0.223 -0.408 0.223
H 0.504 -0.003 0.162
H 0.322 -0.193 0.811
H -0.389 0.034 0.051
H -0.023 -0.424 -0.510
H 1.064 0.094 0.409
C -0.950 0.278 -0.692
C 0.794 -1.657 0.048
N -0.449 0.529 -3.195
C 0.774 -0.153 1.660
C -1.619 -0.471 1.932
C -0.238 0.868 -2.519
C 1.698 1.173 0.498
C 0.345 0.036 1.518
O 1.049 -0.572 -0.544
C -0.195 0.733 -0.535
H -0.491 -0.644 -0.334
H -0.212 -0.029 0.689
H 0.374 -0.168 0.762
H 0.232 0.163 -0.170
H 0.019 0.550 0.011
H 0.025 -0.137 0.501
H -0.210 0.427 0.140
H 0.327 0.226 0.052
H -0.508 0.393 -0.220
H 0.444 -0.176 0.052
H -0.087 -0.866 -0.079
H 0.662 -0.224 0.403
H -0.081 0.273 0.644
H -0.835 0.062 0.388
H -0.383 0.188 -0.587
H -0.036 -0.336 -0.234
H 0.186 0.184 -0.129
H 0.094 -0.520 0.528
H -0.069 -0.100 0.117
H -0.171 -0.237 -0.643
C 1.064 -0.481 -0.109
C 1.010 0.284 0.891
N -3.873 1.324 0.230
C 0.161 -0.609 -1.222
C 1.247 -1.700 -1.096
C 0.447 1.877 1.328
C -0.126 -0.153 1.065
C -1.350 0.158 0.126
O 1.306 -1.333 0.781
C -1.218 -0.265 -0.453
H 0.249 -0.022 -0.054
H -0.084 0.087 -0.487
H -0.032 -0.170 -0.523
H -0.165 0.343 0.282
H -0.340 -0.599 0.230
H -0.907 -0.029 -0.698
H 0.089 -0.481 0.112
H 0.532 0.308 0.105
H -0.032 0.791 -0.220
H -0.233 -0.530 -0.363
H -0.152 0.040 -0.046
H 0.739 -0.253 0.396
H 0.557 -0.235 0.047
H -0.416 0.653 0.191
H 0.190 -0.133 0.818
H -0.237 0.124 -0.722
H 0.798 0.406 -0.199
H -0.301 -0.003 0.041
H 0.676 0.476 -0.033
H -0.019 0.066 -0.195
C -0.509 0.702 1.016
C -1.243 -0.654 -1.947
C 2.464 0.199 1.715
N 0.487 -1.061 -1.204
C -0.551 -0.957 -0.022
C -1.344 0.611 -0.377
C 0.715 -0.525 -0.433
C -0.080 1.767 -0.314
C -0.369 -0.640 0.218
H 0.025 0.425 -0.615
H 0.402 -0.091 0.015
H -0.224 -0.230 -0.037
H -0.392 0.055 -0.367
H -0.749 0.338 0.973
H -0.066 0.009 0.160
H 0.127 0.571 -0.560
H -0.299 -0.152 -0.498
H -0.223 0.070 0.118
H 0.171 -0.120 -0.022
H -0.486 -0.142 0.090
H 0.627 -0.045 0.325
H 0.491 0.450 0.599
H 0.202 -0.785 0.358
H 0.214 0.204 0.115
H 0.130 -0.170 -0.088
H -0.260 0.455 0.121
H 0.235 -0.477 0.302
C -0.761 -0.476 -0.308
C -0.464 -0.142 0.484
C 2.043 0.932 0.824
N -0.314 0.327 0.543
C 0.775 -1.126 -1.300
C -0.023 -1.022 -0.316
C -0.678 -1.393 1.353
C 2.356 0.281 -0.652
C -0.712 0.453 -1.459
H -0.062 0.008 -0.045
H 0.143 0.005 -0.064
H 0.092 -0.005 -0.185
H -0.210 -0.050 0.641
H 0.157 0.155 0.362
H -0.613 0.078 0.487
H -1.231 -0.023 0.114
H -0.396 0.588 0.441
H -0.177 -0.173 0.069
H -0.104 -0.148 -0.402
H -0.212 1.105 -0.283
H 0.166 0.024 -0.632
H 0.228 -0.092 0.253
H -0.038 0.357 -0.600
H 0.270 0.402 0.079
H -0.356 0.046 0.058
H 0.344 -0.113 0.194
H -0.501 0.154 0.093
C 0.805 0.087 -0.113
C -0.822 -1.263 0.479
C -0.284 -0.018 -1.099
N 0.888 0.116 0.201
C -1.738 0.536 -0.026
C -0.475 0.481 0.200
C 0.242 -0.434 1.365
C -0.045 -2.247 -0.103
C 0.447 2.331 -0.005
H 0.081 -0.075 -0.066
H -0.168 0.077 0.157
H 0.106 -0.265 0.026
H 0.201 0.456 0.319
H -0.207 -0.397 -0.140
H -0.145 0.408 -0.064
H 0.090 -0.214 -0.186
H 0.778 -0.050 0.055
H -0.206 -0.454 0.452
H 0.252 0.165 0.123
H -0.007 0.326 -0.240
H 0.233 0.610 -0.262
H -0.552 -0.332 -0.479
H 0.072 0.371 0.045
H 0.011 0.171 -0.547
H 0.041 0.434 -0.038
H 0.508 -0.325 -0.134
H 0.062 -0.203 0.590

Output
Energy above the lowest of the compared OMol25 structures with the same formula, charge and spin, kcal/mol: 0.0
Net charge: +8
Frontier orbital gap, eV: 9.3870
Multiplicity: 1